No. 1
11
Properties=species:S:1:pos:R:3:mulliken_charge:R:1 method="wB97M-V/def2-TZVPD" de_lowest_kcal_mol=50.80 smiles="O=C1CCN1S" gap_ev=10.2 spin_multiplicity=1 energy_ev=-17563.064 e_homo_ev=-9.63
O -0.75626 2.24942 -0.08584 -0.52
C -0.35895 1.13261 -0.07301 0.44
C -1.19826 -0.15803 -0.19816 -0.47
C 0.08563 -0.96186 -0.06330 -0.30
N 0.81089 0.39478 -0.39016 -0.11
S 2.47699 0.67274 -0.18712 -0.13
H -1.70109 -0.27909 -1.15386 0.21
H -2.00966 -0.40755 0.59831 0.25
H 0.24251 -1.86257 -0.72158 0.27
H 0.09064 -1.27748 1.04695 0.21
H 2.31756 0.49703 1.22777 0.14

No. 2
14
Properties=species:S:1:pos:R:3:mulliken_charge:R:1 method="wB97M-V/def2-TZVPD" de_lowest_kcal_mol=59.81 gap_ev="5.4 / 7.3" spin_multiplicity=1 energy_ev=-57330.674 e_homo_ev="-7.30 / -8.47"
N -0.18060 -1.29088 -0.09126 -0.21
P -1.35975 -2.03473 0.38114 0.06
P -0.82407 -2.81473 2.35849 -0.15
P -0.87338 2.60425 -0.35292 -0.19
P 1.84842 0.59545 -0.11163 -0.03
P -0.67963 0.09106 -2.43812 -0.04
P 0.53150 1.55745 -1.60473 0.05
H 0.55602 -2.92045 2.21191 0.07
H -0.78762 -4.21729 2.34175 0.07
H 0.08279 3.78529 -0.23865 0.09
H -1.54028 3.20095 -1.59431 0.10
H 2.07208 1.96427 0.54099 0.05
H 0.88845 0.37861 0.83309 0.04
H 0.26608 -0.89924 -2.23575 0.08

No. 3
23
Properties=species:S:1:pos:R:3:mulliken_charge:R:1 method="wB97M-V/def2-TZVPD" de_lowest_kcal_mol=58.84 smiles=C[C@H]1Cc2cnnn2N(C)C1 gap_ev=9.4 spin_multiplicity=1 energy_ev=-13410.661 e_homo_ev=-8.63
C -2.12934 1.76121 0.10917 -1.28
C -1.17554 0.64985 -0.42482 0.46
C 0.08438 1.23310 -1.08753 -0.90
C 1.29172 0.44311 -0.74391 0.56
C 2.58527 0.56086 -1.13890 -0.64
N 3.31916 -0.51516 -0.73936 -0.56
N 2.47839 -1.27942 -0.15640 -0.62
N 1.27873 -0.78284 -0.15351 0.86
N 0.07558 -1.33273 0.35238 -0.13
C 0.18118 -2.39065 1.36467 -0.84
C -0.90533 -0.36303 0.69082 -1.01
H -1.45106 2.35516 0.82716 0.34
H -2.89010 1.19862 0.79583 0.30
H -2.56934 2.38546 -0.78694 0.33
H -1.72464 0.23141 -1.26401 0.28
H 0.30340 2.21614 -0.87358 0.41
H -0.00562 1.22699 -2.19752 0.27
H 3.10817 1.08477 -1.91673 0.40
H -0.20996 -1.93265 2.22540 0.34
H -0.36964 -3.33228 1.02390 0.25
H 1.30802 -2.63122 1.55934 0.33
H -0.68493 0.12935 1.67930 0.41
H -1.89850 -0.91607 0.85522 0.42

No. 4
26
Properties=species:S:1:pos:R:3:mulliken_charge:R:1 method="wB97M-V/def2-TZVPD" smiles="O=C(O)[C@@H]1CC(=O)N(c2ccc(F)c(F)c2)C1" gap_ev=9.1 spin_multiplicity=1 energy_ev=-24621.525 e_homo_ev=-8.71
O 1.24674 0.87080 -3.63636 -0.57
C 1.02078 1.50424 -2.64498 0.29
O 0.12046 2.49130 -2.60123 -0.45
C 1.73265 1.32768 -1.30969 0.25
C 2.44964 -0.01553 -1.24828 -0.93
C 1.49095 -0.93208 -0.50905 0.52
O 1.58400 -2.13078 -0.43031 -0.65
N 0.51963 -0.15132 0.06714 0.15
C -0.54243 -0.60460 0.85076 0.42
C -0.95070 -1.93979 0.81837 -0.68
C -2.01210 -2.36919 1.58920 -0.55
C -2.69172 -1.47804 2.40114 0.34
F -3.72928 -1.90126 3.14425 -0.31
C -2.29150 -0.15069 2.43860 0.10
F -2.93224 0.73553 3.22131 -0.32
C -1.22689 0.28926 1.67522 -0.29
C 0.75009 1.26792 -0.13272 -1.20
H -0.30225 2.60459 -3.46762 0.37
H 2.41069 2.17890 -1.21147 0.46
H 3.38696 0.03532 -0.69368 0.32
H 2.65787 -0.41591 -2.24079 0.37
H -0.42576 -2.64251 0.19485 0.45
H -2.32793 -3.39960 1.56580 0.41
H -0.95237 1.32761 1.75417 0.46
H 1.19886 1.71249 0.76365 0.38
H -0.18415 1.78569 -0.35831 0.63

No. 5
19
Properties=species:S:1:pos:R:3:mulliken_charge:R:1 method="wB97M-V/def2-TZVPD" s2=2.008 gap_ev="5.8 / 5.9" spin_multiplicity=3 energy_ev=-49164.358 total_charge=-1 e_homo_ev="-2.86 / -5.43"
C -1.66673 -0.71771 1.99748 -0.26
C -2.00733 0.34251 1.15968 -0.85
C -0.67423 -1.62478 1.66171 -0.61
C -1.36726 0.43330 -0.12413 -0.41
C -0.03189 -1.46696 0.39860 0.48
C -0.38263 -0.40114 -0.50182 0.65
C 1.83343 -2.67920 -0.67344 0.59
N 0.93397 -2.38601 0.07818 -0.37
O 0.94304 2.74935 -3.09635 -0.48
O 0.85827 2.34798 -0.55228 -0.41
O 2.73117 -3.32764 -1.07926 -0.49
S 0.31698 -0.26132 -2.05225 -0.35
S 0.21270 2.11280 -1.98454 0.42
Cl 3.49534 3.17202 -0.50942 -0.60
H -2.21435 -0.72624 2.97589 0.25
H -2.91025 1.05166 1.46409 0.20
H -0.42724 -2.32415 2.38731 0.48
H -1.68483 1.04754 -0.97518 0.48
H 2.04182 2.65800 -0.57426 0.27

No. 6
28
Properties=species:S:1:pos:R:3:mulliken_charge:R:1 method="wB97M-V/def2-TZVPD" de_lowest_kcal_mol=124.28 gap_ev="7.2 / 6.7" spin_multiplicity=1 energy_ev=-26589.052 e_homo_ev="-7.39 / -7.29"
C -1.81244 -0.26376 0.21622 -0.04
C -0.22628 -1.47796 -2.40867 -0.57
C -2.65464 -1.50949 0.41750 -1.04
C 2.35290 -0.03229 -2.36838 -1.19
C 1.21647 -1.71120 0.59893 -0.92
C 2.39210 -3.06202 -2.06955 -1.19
C -2.10611 0.86854 1.20215 -0.30
C -2.11180 2.26825 0.45224 -0.70
O -2.94080 2.27318 -0.61782 -0.50
Si 1.29217 -1.53319 -1.38676 0.63
I -1.45450 0.14204 -1.92675 0.29
H -3.67245 -1.17487 0.87746 0.29
H -2.77380 -2.27687 -0.42274 0.34
H -2.20760 -2.15132 1.13027 0.32
H 2.19940 0.97892 -2.08456 0.40
H 3.39402 -0.20965 -2.00489 0.28
H 2.56518 0.04596 -3.47393 0.33
H 2.05034 -1.37035 1.20866 0.40
H 0.33640 -1.15147 1.09097 0.13
H 1.16694 -2.79379 0.82117 0.32
H 1.85536 -3.94691 -1.76338 0.35
H 2.24389 -3.05051 -3.14463 0.30
H 3.38566 -2.81271 -1.90246 0.35
H -1.42725 0.78612 1.99578 0.35
H -3.12882 0.78044 1.73101 0.30
H -1.01071 2.45108 0.09849 0.31
H -2.27648 3.14083 1.11789 0.40
H -2.65127 3.03026 -1.15242 0.35

No. 7
18
Properties=species:S:1:pos:R:3:mulliken_charge:R:1 method="wB97M-V/def2-TZVPD" de_lowest_kcal_mol=115.30 gap_ev=8.7 spin_multiplicity=1 energy_ev=-10370.305 e_homo_ev=-7.80
C -0.59718 0.12483 -1.35826 -0.72
C 0.61819 2.03299 0.19025 -1.35
C 0.17832 0.65630 -0.15376 0.74
N 1.87220 -0.83906 0.78528 -0.68
C -0.93552 -0.68709 0.76052 -0.20
C -0.28118 -1.15512 -0.55088 -0.26
O -2.31713 -0.44978 0.84343 -0.50
N 1.03843 -0.46699 -0.27078 0.03
H -2.80346 -0.70475 0.05096 0.29
H 1.27160 -1.18134 1.55934 0.21
H 2.44840 -1.61311 0.46730 0.27
H -0.67944 -1.33678 1.60035 0.17
H -1.64058 0.42094 -1.42745 0.27
H -0.10953 0.21225 -2.32741 0.31
H -0.24666 -2.15871 -0.97814 0.47
H 1.34165 2.00040 1.00234 0.33
H 1.08606 2.51074 -0.67205 0.31
H -0.24416 2.63428 0.47897 0.30

No. 8
6
Properties=species:S:1:pos:R:3:mulliken_charge:R:1 method="wB97M-V/def2-TZVPD" de_lowest_kcal_mol=36.86 gap_ev="6.7 / 6.7" spin_multiplicity=1 energy_ev=-86477.781 total_charge=-1 e_homo_ev="-3.00 / -3.00"
N -1.82845 -1.33204 0.38898 -0.62
O 1.39130 1.34892 0.83516 -0.48
O 1.98961 0.71638 -1.47159 -0.51
S 1.62436 0.24051 -0.11163 0.53
Br -0.87838 -0.16382 -0.63896 -0.04
H -2.29845 -0.80995 0.99804 0.12

No. 9
77
Properties=species:S:1:pos:R:3:mulliken_charge:R:1 method="wB97M-V/def2-TZVPD" gap_ev=5.6 spin_multiplicity=1 energy_ev=-84089.798 total_charge=-1 e_homo_ev=-3.96
C 0.61304 -4.00607 3.50486 -0.99
C 0.90751 -2.90643 2.47929 0.64
O 1.04388 -3.17864 1.35085 -0.43
O 1.05395 -1.61195 2.96791 -0.33
C 0.06244 -0.71085 2.49001 0.44
O 0.29886 -0.17737 1.46759 -0.44
C -1.22316 -0.35549 3.22169 -0.74
In -2.40984 -2.00765 4.18931 0.46
P -3.74111 -3.21197 2.36223 0.14
O -3.48272 -2.32923 0.95123 -0.42
Cl -2.89816 -5.15411 2.03724 -0.36
H -0.44351 -4.29217 3.43845 0.07
H 0.76134 -3.57998 4.50588 0.33
H 1.28715 -4.84682 3.30537 0.38
H -0.98012 0.40258 3.98372 0.34
H -1.84997 0.12124 2.45848 0.29
H -3.65347 -1.19187 5.20868 -0.35
H -1.47978 -3.10403 5.22975 -0.36
H -4.08171 -2.67291 0.27536 0.28
O -0.88960 -2.54779 -2.71187 -0.80
P 0.32189 -2.65702 -3.62773 0.64
N 0.09841 -4.31873 -4.03747 0.21
C 0.74856 -5.49702 -3.51789 -0.99
C -1.00381 -4.62191 -4.92813 -1.14
N 1.49797 -2.31876 -2.43437 0.34
C 2.66426 -3.11506 -2.11319 -1.02
C 1.01716 -1.70590 -1.18421 -1.17
N 1.60926 -2.50497 -4.86528 0.06
C 1.23411 -1.45237 -5.82934 -1.09
C 2.26393 -3.57317 -5.58947 -1.01
H 1.13303 -6.11238 -4.34430 0.40
H 0.05900 -6.12131 -2.93559 0.32
H 1.59984 -5.27671 -2.88162 0.24
H -0.77324 -4.30673 -5.95872 0.27
H -1.92014 -4.11034 -4.61465 0.28
H -1.22786 -5.68869 -4.95671 0.42
H 2.40700 -3.98828 -1.50402 0.32
H 3.37887 -2.52485 -1.53255 0.40
H 3.22206 -3.43542 -2.99417 0.21
H 0.54995 -2.44641 -0.53353 0.46
H 0.30178 -0.91177 -1.38427 0.34
H 1.83470 -1.24022 -0.63098 0.35
H 0.39878 -1.77022 -6.46561 0.34
H 2.07304 -1.17185 -6.47208 0.36
H 0.92616 -0.54700 -5.29483 0.34
H 1.59245 -4.11249 -6.27222 0.26
H 2.73918 -4.29288 -4.92563 0.27
H 3.07547 -3.15624 -6.19389 0.43
O -1.68560 2.87646 1.83530 -0.70
P -1.05568 4.22396 1.52706 0.55
N 0.56851 3.76879 1.86074 0.58
C 1.37070 3.99110 3.03832 -1.05
C 1.21390 2.89993 0.88709 -1.45
N -1.87480 5.09092 2.76696 0.20
C -1.27630 5.92876 3.78444 -1.03
C -3.04599 4.43448 3.35170 -0.98
N -0.50606 5.79325 0.86736 0.04
C -0.96520 5.92063 -0.53046 -1.06
C 0.81589 6.37393 0.96787 -0.98
H 2.33470 4.43947 2.75887 0.42
H 1.58485 3.05496 3.56932 0.23
H 0.91523 4.67101 3.75238 0.25
H 1.46217 3.46341 -0.02772 0.22
H 0.56726 2.06441 0.60784 0.41
H 2.13984 2.46924 1.26659 0.48
H -0.83353 5.33753 4.59467 0.35
H -2.03371 6.57340 4.24127 0.40
H -0.53123 6.61788 3.38784 0.21
H -2.75641 3.65487 4.06586 0.32
H -3.67164 3.98738 2.58360 0.28
H -3.67519 5.15968 3.87546 0.35
H -0.42259 5.23702 -1.19376 0.34
H -0.84389 6.93994 -0.90684 0.36
H -2.03214 5.68114 -0.59828 0.33
H 1.58202 5.80928 0.41984 0.25
H 1.13972 6.49112 2.00047 0.27
H 0.79835 7.38631 0.55261 0.44

No. 10
26
Properties=species:S:1:pos:R:3:mulliken_charge:R:1 method="wB97M-V/def2-TZVPD" de_lowest_kcal_mol=4.08 smiles="C=C(C)[C@@](F)(C(=O)[O-])C(C)(C)C" gap_ev=7.7 spin_multiplicity=1 energy_ev=-16372.459 total_charge=-1 e_homo_ev=-4.26
C 1.19404 2.48250 -1.07649 -1.02
C 1.00169 1.63455 -0.10852 0.34
C 0.73692 2.00325 1.32892 -1.24
C 1.19920 0.08205 -0.43124 1.01
F 1.60610 -0.02938 -1.80290 -0.43
C 2.49573 -0.44759 0.37154 0.29
O 3.23983 -1.23208 -0.23153 -0.72
O 2.59990 -0.00624 1.53142 -0.73
C -0.17011 -1.04889 -0.29019 1.64
C -1.28129 -0.40127 -1.10242 -1.67
C -0.57419 -1.16846 1.26408 -1.64
C 0.29940 -2.42632 -0.76710 -1.66
H 1.54691 2.15501 -2.08592 0.26
H 0.87237 3.52172 -1.04267 0.31
H -0.26169 1.53214 1.57463 0.10
H 1.40583 1.49303 1.86364 0.41
H 0.83302 3.10938 1.50560 0.38
H -0.99357 0.01510 -2.01630 0.38
H -2.14962 -1.13572 -1.27604 0.35
H -1.73230 0.42951 -0.54609 0.33
H -1.49695 -1.84616 1.36428 0.42
H 0.16245 -1.73345 1.84260 0.30
H -0.84703 -0.25418 1.62829 0.49
H 1.27542 -2.66333 -0.36870 0.40
H 0.47830 -2.52364 -1.89964 0.28
H -0.32373 -3.25572 -0.48657 0.43

No. 11
84
Properties=species:S:1:pos:R:3:mulliken_charge:R:1 method="wB97M-V/def2-TZVPD" de_lowest_kcal_mol=29.76 gap_ev="7.6 / 5.3" spin_multiplicity=1 energy_ev=-178284.484 total_charge=+2 e_homo_ev="-13.22 / -13.18"
Tl -0.20234 -1.13695 0.44514 0.99
C -1.27544 -4.39022 0.56383 -1.36
C 0.21488 -4.58187 0.57134 0.94
C 0.77332 -5.83205 0.32643 -0.74
C 2.14382 -5.98375 0.37771 -0.56
C 2.92704 -4.87815 0.67857 -0.88
C 2.30729 -3.65795 0.89942 0.11
N 0.97388 -3.51351 0.84460 0.08
Sb 3.60198 -1.99491 1.32743 0.81
C 2.42111 -1.05492 2.86381 -0.16
C 2.97952 -1.09567 4.13353 -0.74
C 2.32706 -0.46175 5.18254 -0.68
C 1.14572 0.20109 4.92222 -0.85
C 0.63242 0.19620 3.62886 0.73
C -0.67183 0.88942 3.34448 -1.23
N 1.26085 -0.42050 2.61972 0.59
C 3.00688 -0.85490 -0.42101 0.38
C 3.73735 0.26085 -0.82585 -1.08
C 3.51674 0.78159 -2.09240 -0.57
C 2.61457 0.14905 -2.93381 -0.51
C 1.91829 -0.95715 -2.46362 0.39
C 0.96367 -1.74256 -3.31577 -1.50
N 2.09373 -1.41967 -1.21904 0.02
H -1.61514 -4.05044 1.54365 0.20
H -1.78771 -5.32008 0.32659 0.45
H -1.57840 -3.64748 -0.17970 0.24
H 0.13138 -6.67382 0.10558 0.42
H 2.59747 -6.94919 0.19571 0.44
H 4.00374 -4.96575 0.74426 0.45
H 3.91671 -1.61070 4.30166 0.47
H 2.74160 -0.47680 6.18200 0.44
H 0.61445 0.72062 5.70877 0.55
H -0.69003 1.88171 3.79674 0.43
H -0.84751 0.98742 2.27163 -0.11
H -1.50257 0.32152 3.76582 0.36
H 4.49329 0.68797 -0.17774 0.73
H 4.07287 1.64444 -2.43850 0.45
H 2.47687 0.48985 -3.95206 0.44
H 1.23235 -2.79795 -3.28342 0.39
H -0.05960 -1.66100 -2.93757 0.22
H 0.98618 -1.41452 -4.35359 0.41
C -5.87837 -0.98806 -0.09434 -1.58
C -4.44781 -0.89946 0.35110 0.66
N -3.45981 -0.42870 -0.30308 0.06
O -3.68511 0.00258 -1.59891 -0.29
C -4.13820 -1.40491 1.71652 0.11
C -5.22070 -1.67582 2.72377 -1.58
N -2.91138 -1.62033 2.01157 0.59
O -2.36142 -2.01392 3.03364 -0.52
H -6.10057 -0.43220 -1.00329 0.57
H -6.53169 -0.58782 0.67966 0.34
H -6.16531 -2.02854 -0.25612 0.37
H -4.57032 -0.27367 -1.88686 0.21
H -5.90268 -2.44614 2.36096 0.36
H -5.80527 -0.77674 2.92286 0.37
H -4.78185 -2.01673 3.65738 0.38
C -2.27990 3.12223 -2.08638 -1.06
As -0.74523 1.95765 -2.32100 0.95
C -1.17291 1.16144 -4.03147 -1.12
C 0.71690 3.17831 -2.60046 0.33
C 1.09108 3.73122 -3.81771 -0.76
C 2.15243 4.62900 -3.84778 -0.72
C 2.81834 4.96953 -2.67739 -0.76
C 2.44413 4.40540 -1.46235 -0.59
C 1.39188 3.49834 -1.43358 0.02
As 0.80798 2.56129 0.16558 0.86
C -0.40198 3.80804 1.05436 -1.35
C 2.34875 2.67831 1.33543 -1.24
H -2.46609 3.59244 -3.05299 0.41
H -2.07606 3.89114 -1.34748 0.41
H -3.14460 2.53280 -1.78953 0.27
H -1.18117 1.96537 -4.76803 0.53
H -2.16685 0.73279 -3.94127 0.28
H -0.46613 0.39134 -4.31958 0.23
H 0.58159 3.47135 -4.73676 0.38
H 2.46297 5.05878 -4.79072 0.45
H 3.64126 5.67108 -2.70990 0.45
H 2.98225 4.67341 -0.56200 0.42
H -0.23957 4.80143 0.63803 0.43
H -0.16399 3.81460 2.11669 0.46
H -1.44083 3.51436 0.93041 0.34
H 2.49596 3.72999 1.58203 0.59
H 3.22497 2.27011 0.83900 0.32
H 2.14885 2.11117 2.24201 0.27

No. 12
26
Properties=species:S:1:pos:R:3:mulliken_charge:R:1 method="wB97M-V/def2-TZVPD" de_lowest_kcal_mol=9.16 smiles=CCCN.CCCN gap_ev=10.1 spin_multiplicity=1 energy_ev=-9493.369 e_homo_ev=-9.14
C -0.78615 0.78237 3.68147 -1.23
C -0.88632 -0.30031 2.58145 -0.21
C -2.01359 -1.28159 2.85500 -0.30
N -1.74882 -2.41382 1.97212 -0.61
H 0.15854 1.34810 3.61731 0.32
H -0.93356 0.46108 4.72628 0.33
H -1.61652 1.45098 3.39853 0.31
H -0.93737 0.12919 1.56244 0.17
H 0.08265 -0.82710 2.67651 0.29
H -2.01107 -1.50482 3.93925 0.27
H -2.99709 -0.83939 2.60471 0.25
H -2.55987 -3.02541 1.82778 0.23
H -1.47013 -2.08623 1.04062 0.19
C 0.55187 0.42631 -1.59787 -0.97
C 1.54162 1.27222 -2.34605 -0.37
C 1.52087 1.07782 -3.84761 -0.56
N 2.02836 -0.28664 -4.18827 -0.63
H 0.26064 0.83407 -0.61526 0.21
H 1.07677 -0.53087 -1.44001 0.33
H -0.36250 0.23365 -2.18386 0.31
H 1.41102 2.36141 -2.19757 0.31
H 2.56096 1.00604 -2.00616 0.24
H 0.48259 1.17509 -4.21904 0.31
H 2.10310 1.92947 -4.24905 0.30
H 3.02525 -0.46212 -4.02065 0.26
H 1.51876 -0.92949 -3.57206 0.25

What did the fifth record say?
19
Properties=species:S:1:pos:R:3:mulliken_charge:R:1 method="wB97M-V/def2-TZVPD" s2=2.008 gap_ev="5.8 / 5.9" spin_multiplicity=3 energy_ev=-49164.358 total_charge=-1 e_homo_ev="-2.86 / -5.43"
C -1.66673 -0.71771 1.99748 -0.26
C -2.00733 0.34251 1.15968 -0.85
C -0.67423 -1.62478 1.66171 -0.61
C -1.36726 0.43330 -0.12413 -0.41
C -0.03189 -1.46696 0.39860 0.48
C -0.38263 -0.40114 -0.50182 0.65
C 1.83343 -2.67920 -0.67344 0.59
N 0.93397 -2.38601 0.07818 -0.37
O 0.94304 2.74935 -3.09635 -0.48
O 0.85827 2.34798 -0.55228 -0.41
O 2.73117 -3.32764 -1.07926 -0.49
S 0.31698 -0.26132 -2.05225 -0.35
S 0.21270 2.11280 -1.98454 0.42
Cl 3.49534 3.17202 -0.50942 -0.60
H -2.21435 -0.72624 2.97589 0.25
H -2.91025 1.05166 1.46409 0.20
H -0.42724 -2.32415 2.38731 0.48
H -1.68483 1.04754 -0.97518 0.48
H 2.04182 2.65800 -0.57426 0.27